1.
ORCA calculation (the ωB97M-V functional and the def2-TZVPD basis) on C13H28AlFN2O4P as an isolated structure.

Geometry as ORCA input:
```
! RIJCOSX wB97M-V def2-TZVPD def2/J DEFGRID3
* xyz -1 1
C 5.4600 -1.0362 1.7274
C 4.2819 -0.6263 2.6089
C 3.2072 0.2357 1.9280
N 3.7689 1.3224 1.1365
C 2.9899 1.7703 0.0052
F 3.6326 3.0441 -0.2702
O 1.7030 2.0162 0.2678
Al 0.7403 2.1200 -1.2584
C -0.8704 0.9545 -1.3136
C -2.1319 1.4373 -0.5837
C -3.4119 0.6143 -0.8788
C -3.9791 -0.1130 0.3477
N -5.4591 -0.1223 0.4007
C -5.9586 0.1004 1.7573
C -6.0185 -1.3295 -0.1416
C -5.5819 -2.6593 0.4555
O -6.8255 -1.2973 -1.0296
O 2.0637 1.2874 -2.1580
C 3.1599 1.0009 -1.3396
P 3.3470 -0.8749 -1.2602
C 4.3940 -1.0459 -2.7863
O 1.8661 -1.3636 -1.7813
H 5.8265 -0.1900 1.1475
H 5.1794 -1.8324 1.0390
H 6.2762 -1.4175 2.3477
H 4.6687 -0.0695 3.4693
H 3.7924 -1.5294 2.9849
H 2.5692 0.6294 2.7304
H 2.5610 -0.3793 1.3050
H 3.9194 2.1422 1.7104
H 0.5466 3.5830 -1.9066
H -0.6038 -0.0438 -0.9454
H -1.1152 0.8472 -2.3813
H -2.3321 2.4787 -0.8522
H -1.9364 1.3793 0.4925
H -3.1603 -0.1297 -1.6404
H -4.2128 1.2293 -1.2937
H -3.6418 0.4072 1.2470
H -3.5861 -1.1347 0.3962
H -7.0306 -0.0985 1.7913
H -5.7904 1.1456 2.0168
H -5.4541 -0.5233 2.5104
H -6.4378 -3.3309 0.4466
H -5.2094 -2.5511 1.4733
H -4.7944 -3.0997 -0.1562
H 4.0526 1.4366 -1.8049
H 3.8460 -1.5656 -3.5748
H 5.2734 -1.6423 -2.5356
H 4.7262 -0.0774 -3.1586
H 1.6898 -1.0986 -2.6923
*
```

total energy	-43712.9400	eV
molar mass	353.3	Da
largest force on an atom	0.72	eV/A
Kohn-Sham gap	7.457	eV

2.
ORCA calculation (the ωB97M-V functional and the def2-TZVPD basis) on a 3-piece molecular cluster, C31H55N4O11P2S overall at a distorted geometry.

Geometry as ORCA input:
```
! RIJCOSX wB97M-V def2-TZVPD def2/J DEFGRID3
* xyz 1 1
C 1.7281 -0.6650 -0.2448
C 0.6078 0.0415 -0.1543
C -0.6342 0.9511 0.3318
N -0.5007 2.3430 0.7077
N -1.3566 3.2543 1.1594
C -2.7261 2.8762 1.2981
C -3.7868 3.9583 1.8425
C -4.2491 5.0678 0.7564
S -4.1510 6.7474 1.6225
C -2.3855 7.2635 1.4264
N -1.6427 6.5424 0.4035
N -0.3724 7.0757 0.4284
C -0.3318 8.1217 1.4532
O -1.6339 8.2736 2.0992
C -3.1612 1.4116 0.9119
C -4.7270 0.9957 1.0388
C -5.4715 1.6942 -0.2421
C -6.9621 1.1113 -0.5196
C -7.9920 2.3613 -0.2589
C -9.5091 2.0574 -0.7260
O -10.3867 2.6863 0.2870
C -11.1545 1.6644 0.9871
C -12.0237 2.2881 2.2237
C -2.1173 0.3371 0.4218
C -2.4536 -1.1888 0.0467
C -2.7546 -1.9451 1.4721
O -1.9653 -1.6698 2.4508
H 2.6615 -1.3379 -0.0802
H 0.4819 2.7004 0.5987
H -3.2651 4.5417 2.7101
H -4.6567 3.3845 2.3444
H -5.3920 4.9080 0.5778
H -3.6714 5.0492 -0.2357
H 0.6128 8.7237 1.6923
H -4.8208 -0.1565 0.8692
H -5.1959 1.2963 2.0438
H -5.5503 2.8385 -0.1175
H -4.7932 1.4838 -1.1614
H -7.0265 0.8832 -1.6636
H -7.2298 0.1828 0.1090
H -8.0078 2.5756 0.8718
H -7.6562 3.3228 -0.8051
H -9.7870 2.5836 -1.7279
H -9.7341 0.9281 -0.8501
H -10.4154 0.8871 1.4205
H -11.8857 1.1356 0.2522
H -12.5835 3.2526 1.9171
H -11.3335 2.5652 3.1227
H -12.7949 1.5293 2.6412
H -1.4666 -1.6742 -0.3467
H -3.3285 -1.3296 -0.6843
H -3.6398 -2.6583 1.6496
O 6.5382 2.9672 -2.3287
P 6.7500 1.5370 -2.8458
O 6.4004 1.8703 -4.4292
C 7.3886 2.5317 -5.2052
C 8.5992 1.6448 -5.4543
O 5.2509 0.9772 -2.3846
C 4.5076 1.6811 -1.3944
C 3.6568 2.7852 -2.0061
O 7.0473 -0.0782 -3.3609
C 8.1957 -0.7043 -2.7938
C 8.2292 -0.6367 -1.2783
H 7.6868 3.4656 -4.7172
H 6.9259 2.7910 -6.1621
H 9.1850 1.5398 -4.5413
H 9.2475 2.0894 -6.2148
H 8.2951 0.6506 -5.7848
H 5.1789 2.0675 -0.6221
H 3.8508 0.9584 -0.8956
H 4.1961 3.3782 -2.7511
H 3.2955 3.4631 -1.2256
H 2.7925 2.3577 -2.5187
H 9.0967 -0.2457 -3.2096
H 8.1865 -1.7503 -3.1119
H 8.2377 0.3995 -0.9220
H 9.1278 -1.1280 -0.8961
H 7.3499 -1.1210 -0.8474
O 2.7638 -4.2740 2.2670
P 2.9855 -5.7031 1.7487
O 2.6318 -5.3689 0.1645
C 3.6137 -4.6995 -0.6102
C 4.8307 -5.5767 -0.8622
O 1.4926 -6.2754 2.2104
C 0.7427 -5.5803 3.2039
C -0.1174 -4.4825 2.5953
O 3.2945 -7.3140 1.2292
C 4.4483 -7.9331 1.7936
C 4.4824 -7.8692 3.3090
H 3.9060 -3.7638 -0.1200
H 3.1484 -4.4415 -1.5665
H 5.4179 -5.6793 0.0499
H 5.4752 -5.1255 -1.6224
H 4.5336 -6.5722 -1.1946
H 1.4106 -5.1896 3.9768
H 0.0934 -6.3100 3.7006
H 0.4166 -3.8825 1.8512
H -0.4845 -3.8101 3.3769
H -0.9779 -4.9166 2.0818
H 5.3455 -7.4667 1.3781
H 4.4465 -8.9783 1.4727
H 4.4834 -6.8335 3.6679
H 5.3849 -8.3546 3.6893
H 3.6072 -8.3610 3.7392
*
```

total energy	-90912.2799	eV
molar mass	753.8	Da
largest force on an atom	9.41	eV/A
Kohn-Sham gap	6.383	eV

3.
ORCA calculation (the ωB97M-V functional and the def2-TZVPD basis) on a 5-piece molecular cluster, C37H36BrNO22 overall at a distorted geometry.

Geometry as ORCA input:
```
! RIJCOSX wB97M-V def2-TZVPD def2/J DEFGRID3
* xyz 0 1
C -0.1707 -5.0254 -4.0647
C 0.8906 -5.1105 -3.0997
C 2.4214 -5.2493 -3.4839
O 2.9074 -6.4202 -3.5120
O 3.3091 -4.1837 -3.7561
C 2.6516 -3.0861 -4.4505
C 2.5877 -1.8307 -3.4443
C 1.1101 -1.6341 -2.7890
C 0.9959 -0.2721 -1.9146
C -0.4703 -0.3058 -1.1769
C -1.5039 0.2726 -2.2742
O -2.9108 0.1810 -1.8775
C -3.6163 -0.1897 -3.0685
O -3.5266 0.4213 -4.1607
N -4.5011 -1.4034 -3.0679
Br -4.8466 -1.7462 -1.2231
C -5.8512 -1.0402 -3.6271
C -6.7814 -2.3739 -3.7549
O -7.9658 -2.2830 -2.9186
C -7.9533 -3.2300 -1.8591
O -8.0114 -4.4760 -2.0448
H -1.0796 -4.3863 -3.8112
H -0.1171 -5.5549 -5.0868
H 0.5490 -5.1075 -2.0029
H 3.3637 -2.7787 -5.3099
H 1.6622 -3.3572 -4.9466
H 3.3959 -1.9748 -2.6310
H 2.9372 -0.8998 -4.0369
H 0.3486 -1.7044 -3.6369
H 0.9444 -2.5125 -2.0634
H 1.0140 0.6752 -2.5807
H 1.8239 -0.1773 -1.1169
H -0.6671 -1.4160 -0.9410
H -0.4744 0.2764 -0.1961
H -1.2353 1.3727 -2.4953
H -1.2831 -0.3194 -3.2359
H -5.8112 -0.5843 -4.6691
H -6.3760 -0.3641 -2.8551
H -7.1407 -2.5115 -4.8365
H -6.1321 -3.2870 -3.5150
H -7.8462 -2.8127 -0.7897
O 6.0664 4.7642 0.6383
C 5.6707 3.7595 0.0724
C 6.5383 2.9489 -0.7886
C 6.0629 1.8639 -1.4042
O 6.8573 1.1006 -2.2042
C 4.6426 1.4389 -1.2447
O 4.2385 0.4513 -1.8379
C 3.7814 2.2341 -0.3660
C 4.2569 3.3188 0.2537
O 3.4706 4.0634 1.0730
H 7.5659 3.2687 -0.8979
H 6.2823 0.3805 -2.5300
H 2.7578 1.9048 -0.2451
H 4.0442 4.7899 1.3954
O -1.6567 2.3016 3.9564
C -0.4673 2.2732 4.2229
C 0.5393 2.9501 3.3993
C 1.8353 2.8814 3.7156
O 2.7806 3.5074 2.9603
C 2.3042 2.1170 4.9071
O 3.4966 2.0605 5.1553
C 1.2953 1.4602 5.7443
C -0.0001 1.5320 5.4297
O -0.9486 0.9297 6.1984
H 0.1857 3.4991 2.5367
H 3.6332 3.3056 3.3948
H 1.6471 0.9238 6.6156
H -1.8003 1.1261 5.7611
O -5.9334 -7.1126 2.1162
C -5.0212 -6.8763 1.3438
C -5.0814 -5.7845 0.3662
C -4.0679 -5.5675 -0.4750
O -4.1147 -4.5518 -1.3860
C -2.8479 -6.4217 -0.4546
O -1.9499 -6.2062 -1.2480
C -2.7765 -7.4982 0.5381
C -3.7884 -7.7131 1.3813
O -3.7359 -8.7066 2.3098
H -5.9743 -5.1736 0.3610
H -3.2721 -4.5996 -1.8786
H -1.8770 -8.0993 0.5532
H -4.5847 -8.6566 2.7918
O 1.3214 9.7853 5.9540
C 1.8291 8.9749 5.1991
C 3.2816 8.8038 5.0900
C 3.7993 7.9161 4.2383
O 5.1458 7.7447 4.1282
C 2.9283 7.0738 3.3700
O 3.4363 6.2856 2.5902
C 1.4764 7.2271 3.4956
C 0.9580 8.1124 4.3498
O -0.3877 8.2644 4.4794
H 3.9021 9.4227 5.7240
H 5.2657 7.0521 3.4491
H 0.8558 6.5969 2.8723
H -0.5066 8.9617 5.1540
*
```

total energy	-155520.2086	eV
molar mass	926.6	Da
largest force on an atom	5.31	eV/A
Kohn-Sham gap	7.258	eV
structure (SMILES)	C=CC(=O)OCCCCCCOC(=O)N(Br)CCOC=O.O=C1C=C(O)C(=O)C=C1O.O=C1C=C(O)C(=O)C=C1O.O=C1C=C(O)C(=O)C=C1O.O=C1C=C(O)C(=O)C=C1O

4.
ORCA calculation (the ωB97M-V functional and the def2-TZVPD basis) on C28H28N2SiV as an isolated structure at a distorted geometry.

Geometry as ORCA input:
```
! RIJCOSX wB97M-V def2-TZVPD def2/J DEFGRID3
* xyz 1 3
C 0.8525 2.0979 1.0529
C -0.1972 2.2902 0.1131
C -1.4485 2.2290 0.8013
H -0.0735 2.5078 -0.9458
C -1.1606 2.0584 2.1912
C 0.2544 1.9738 2.3474
H 0.7957 1.9300 3.2904
H 1.9162 2.1391 0.8188
H -2.4236 2.3645 0.3464
H -1.8957 2.0889 2.9929
V -0.4120 0.3822 1.0946
C -1.3466 -2.0388 -1.9780
H -2.0746 -1.8997 -1.1723
H -0.8536 -3.0000 -1.7894
H -1.8544 -2.1079 -2.9572
Si 0.0292 -0.7275 -2.0499
C 1.7291 -0.5883 -2.8764
C 2.4014 0.6423 -2.7127
H 1.8370 1.5480 -2.4848
C 3.7963 0.7025 -2.7580
H 4.2966 1.6427 -2.5274
C 4.5447 -0.4431 -3.0225
H 5.6340 -0.4047 -3.0162
C 3.8841 -1.6579 -3.2277
H 4.4693 -2.5735 -3.3796
C 2.4819 -1.7376 -3.1761
H 1.9757 -2.6978 -3.3335
C -1.0578 0.6736 -2.8088
C -0.6720 1.5012 -3.8683
H 0.2379 1.2838 -4.4285
C -1.4652 2.6047 -4.2356
H -1.1238 3.2915 -5.0159
C -2.6935 2.8279 -3.5974
H -3.3050 3.6933 -3.8513
C -3.1593 1.9274 -2.6251
H -4.1421 2.0538 -2.1410
C -2.3566 0.8338 -2.2753
H -2.7720 0.0909 -1.5758
H -0.2884 0.2578 -0.8005
H 0.9270 -0.6906 -0.8088
C -3.7555 -1.2409 3.2265
C -3.1269 -1.9221 4.2771
C -1.7392 -1.9703 4.3353
C -0.9917 -1.3532 3.3224
N -1.6269 -0.6885 2.2991
C -2.9874 -0.6080 2.2549
C 0.4593 -1.3256 3.2500
C 1.3213 -1.8518 4.2173
C 2.7013 -1.7670 4.0293
C 3.1892 -1.1689 2.8578
C 2.3047 -0.6491 1.9219
N 0.9567 -0.6974 2.1348
H -4.8380 -1.1757 3.1497
H -3.7159 -2.4155 5.0423
H -1.1847 -2.4679 5.1280
H -3.4055 -0.0292 1.4200
H 0.8782 -2.3023 5.1017
H 3.3844 -2.1624 4.7737
H 4.2610 -1.0828 2.6663
H 2.6289 -0.1909 0.9825
*
```

total energy	-66027.5655	eV
relative energy (zero: lowest compared OMol25 entry of this formula, charge and spin)	15.2	kcal per mole
molar mass	471.6	Da
largest force on an atom	3.44	eV/A
Kohn-Sham gap (alpha / beta)	6.455 / 6.089	eV

Q: Which formula does entry 3 have?
A: C37H36BrNO22